ORCA calculation (ωB97M-V/def2-TZVPD) on C10H17NO3 in the gas phase in a non-equilibrium geometry.

## Properties
SMILES = C[C@H]1CCC(C(C)(C)O)=C([N+](=O)[O-])C1
spin multiplicity = 1
relative energy (zero: lowest compared OMol25 entry of this formula, charge and spin) = 147.67 kcal/mol
F_max = 0.099 hartree/bohr
E = -671.543130 a.u.
total charge = 0

```
31
C10H17NO3 | the Open Molecules 2025 dataset | ωB97M-V/def2-TZVPD
C -1.68 -1.56 3.07
C -1.22 -0.77 1.85
C 0.18 -0.22 2.11
C 0.55 0.77 0.93
C 0.18 0.26 -0.47
C 0.72 1.10 -1.67
C 2.19 0.66 -1.85
C 0.64 2.72 -1.40
O -0.08 0.97 -2.75
C -0.63 -0.85 -0.61
N -0.87 -1.52 -1.83
O 0.06 -1.55 -2.59
O -1.91 -2.16 -2.00
C -1.21 -1.54 0.62
H -0.89 -2.37 3.15
H -2.63 -2.17 3.12
H -1.69 -0.87 3.88
H -1.97 0.09 1.71
H 0.98 -1.03 1.88
H 0.35 0.40 3.05
H 1.66 0.94 0.98
H 0.09 1.79 1.05
H 2.37 0.36 -2.87
H 2.42 -0.25 -1.13
H 2.99 1.49 -1.69
H 1.11 3.11 -2.26
H 1.36 2.90 -0.64
H -0.35 2.98 -1.31
H 0.28 0.63 -3.51
H -2.31 -1.85 0.43
H -0.69 -2.46 0.77
```

ORCA calculation (ωB97M-V/def2-TZVPD) on 7 unconnected molecules or ions with the total composition C39H97NO25P6 in a non-equilibrium geometry.

## Properties
SMILES = CCOP(=O)(OCC)OCC.CCOP(=O)(OCC)OCC.CCOP(=O)(OCC)OCC.CCOP(=O)(OCC)OCC.CCOP(=O)(OCC)OCC.CCOP(=O)(OCC)OCC.CN(C)C=O
spin multiplicity = 1
relative energy (zero: lowest compared OMol25 entry of this formula, charge and spin) = 2.49 kcal/mol
F_max = 0.038 hartree/bohr
E = -5528.690049 a.u.
total charge = 0

```
168
C39H97NO25P6 | the Open Molecules 2025 dataset | ωB97M-V/def2-TZVPD
C -16.60 14.65 -8.04
C -15.57 13.58 -7.73
O -16.13 12.55 -6.90
P -16.15 12.76 -5.33
O -16.34 14.12 -4.85
O -17.26 11.75 -4.86
C -17.05 10.31 -4.90
C -17.98 9.73 -5.93
O -14.76 12.10 -4.93
C -14.13 12.34 -3.67
C -13.76 11.02 -3.04
H -17.59 14.22 -8.15
H -16.60 15.42 -7.26
H -16.37 15.18 -8.97
H -15.24 13.10 -8.66
H -14.68 14.00 -7.27
H -16.01 10.14 -5.17
H -17.17 9.98 -3.87
H -17.96 10.30 -6.85
H -17.82 8.65 -6.07
H -19.03 9.71 -5.61
H -13.28 13.01 -3.82
H -14.80 12.94 -3.04
H -14.50 10.24 -3.19
H -12.77 10.68 -3.35
H -13.70 11.13 -1.95
C -21.79 2.36 -5.04
C -21.93 3.64 -5.83
O -20.72 3.87 -6.58
P -19.97 5.25 -6.56
O -20.01 5.96 -5.28
O -18.55 4.85 -7.14
C -17.53 4.44 -6.21
C -16.19 4.64 -6.85
O -20.61 6.03 -7.77
C -20.19 7.34 -8.15
C -18.91 7.37 -8.95
H -21.58 1.49 -5.66
H -21.00 2.43 -4.28
H -22.70 2.19 -4.46
H -22.69 3.47 -6.59
H -22.26 4.49 -5.23
H -17.62 5.05 -5.30
H -17.68 3.42 -5.86
H -16.08 5.65 -7.25
H -15.36 4.35 -6.22
H -16.15 4.03 -7.76
H -21.00 7.74 -8.76
H -20.19 8.00 -7.28
H -18.46 8.37 -8.96
H -18.15 6.70 -8.56
H -19.09 7.11 -9.99
C -16.29 3.55 2.94
C -15.01 3.01 2.32
O -15.23 2.23 1.15
P -15.59 2.92 -0.22
O -16.55 4.02 -0.13
O -16.06 1.67 -1.05
C -17.41 1.62 -1.59
C -17.65 2.72 -2.62
O -14.18 3.28 -0.85
C -13.98 4.60 -1.36
C -13.97 4.64 -2.88
H -16.13 3.82 3.98
H -16.61 4.47 2.43
H -17.07 2.81 2.78
H -14.24 3.77 2.13
H -14.50 2.41 3.08
H -17.56 0.61 -1.96
H -18.06 1.77 -0.73
H -18.12 3.55 -2.10
H -16.70 2.96 -3.09
H -18.37 2.33 -3.34
H -14.68 5.33 -0.96
H -13.01 4.94 -0.98
H -14.09 5.64 -3.31
H -12.97 4.35 -3.22
H -14.69 3.93 -3.28
C -26.43 3.25 -2.19
C -26.07 3.78 -0.82
O -25.72 5.16 -0.76
P -24.48 5.68 -1.57
O -24.70 5.88 -3.01
O -24.11 6.97 -0.75
C -23.73 8.14 -1.49
C -23.11 9.15 -0.55
O -23.35 4.63 -1.24
C -22.42 4.23 -2.26
C -21.24 5.19 -2.21
H -26.88 4.03 -2.81
H -25.61 2.79 -2.73
H -27.24 2.52 -2.07
H -26.87 3.64 -0.10
H -25.28 3.15 -0.38
H -23.03 7.92 -2.30
H -24.60 8.55 -2.00
H -23.82 9.71 0.06
H -22.30 8.75 0.05
H -22.66 9.94 -1.16
H -22.09 3.20 -2.10
H -22.93 4.25 -3.22
H -21.02 5.36 -1.15
H -20.34 4.76 -2.65
H -21.50 6.15 -2.65
C -13.93 14.01 3.58
C -14.95 12.88 3.42
O -15.26 12.29 4.68
P -15.66 10.77 4.72
O -14.62 9.82 4.35
O -16.28 10.64 6.16
C -15.51 9.96 7.18
C -15.65 10.72 8.48
O -16.92 10.74 3.78
C -17.48 9.50 3.37
C -16.82 8.95 2.12
H -14.21 14.72 4.35
H -12.95 13.56 3.76
H -13.86 14.47 2.59
H -15.83 13.24 2.89
H -14.45 12.16 2.76
H -15.86 8.93 7.16
H -14.45 9.89 6.91
H -15.29 11.74 8.32
H -16.71 10.93 8.66
H -15.20 10.23 9.33
H -17.45 8.73 4.16
H -18.54 9.65 3.17
H -17.34 8.10 1.69
H -16.73 9.76 1.38
H -15.76 8.81 2.34
C -16.54 5.67 -12.36
C -15.97 6.36 -11.15
O -14.87 5.54 -10.68
P -13.74 6.03 -9.70
O -13.28 5.05 -8.72
O -12.62 6.65 -10.64
C -12.35 6.11 -11.94
C -12.16 4.61 -12.01
O -14.41 7.31 -9.05
C -13.72 8.24 -8.19
C -14.69 8.93 -7.28
H -17.09 4.80 -12.00
H -17.25 6.26 -12.93
H -15.79 5.27 -13.05
H -15.54 7.34 -11.39
H -16.67 6.53 -10.34
H -13.03 6.52 -12.69
H -11.45 6.62 -12.30
H -11.78 4.18 -11.09
H -13.11 4.15 -12.29
H -11.45 4.38 -12.80
H -12.87 7.78 -7.68
H -13.22 8.94 -8.87
H -15.75 8.79 -7.45
H -14.53 8.72 -6.22
H -14.50 10.01 -7.25
C -16.68 8.04 -1.53
N -17.57 7.83 -2.64
C -17.06 7.06 -3.76
C -18.92 7.99 -2.49
O -19.43 8.34 -1.44
H -17.21 8.48 -0.69
H -15.91 8.78 -1.73
H -16.37 7.05 -1.17
H -17.62 7.06 -4.69
H -16.11 7.49 -4.08
H -16.98 6.02 -3.42
H -19.50 7.84 -3.41
```

ORCA calculation (ωB97M-V/def2-TZVPD) on a molecular structure, C6H7CaF6N4O4S6Sb in a non-equilibrium geometry.

## Properties
spin multiplicity = 2
relative energy (zero: lowest compared OMol25 entry of this formula, charge and spin) = 13.27 kcal/mol
F_max = 0.027 hartree/bohr
E = -4659.253725 a.u.
total charge = -1

```
35
C6H7CaF6N4O4S6Sb | the Open Molecules 2025 dataset | ωB97M-V/def2-TZVPD
Ca -1.01 1.82 -0.83
F 3.64 3.17 -0.24
C 3.51 1.91 0.16
F 4.15 1.11 -0.69
F 4.04 1.77 1.37
S 1.74 1.39 0.18
O 1.31 1.63 -1.18
O 1.75 0.03 0.65
N 1.08 2.43 1.16
S -0.11 2.08 2.16
O -1.19 1.38 1.47
O -0.44 3.21 2.95
C 0.55 0.81 3.37
F 1.88 0.81 3.37
F 0.14 1.13 4.60
F 0.11 -0.41 3.08
S -4.25 5.53 -3.26
Sb -3.44 4.18 -1.62
S -3.43 1.89 -2.20
S -1.21 4.55 -0.99
C 1.27 -4.28 -0.23
C 0.79 -3.69 -1.56
C -0.29 -2.68 -1.37
N -0.13 -1.42 -1.56
N -1.23 -0.67 -1.28
C -2.26 -1.38 -0.88
N -3.45 -0.87 -0.52
S -1.89 -3.08 -0.80
H 2.11 -4.96 -0.39
H 0.48 -4.84 0.27
H 1.60 -3.48 0.44
H 0.45 -4.49 -2.22
H 1.61 -3.17 -2.06
H -3.65 0.08 -0.89
H -4.24 -1.49 -0.47
```

ORCA calculation (ωB97M-V/def2-TZVPD) on 2 unconnected molecules or ions with the total composition C54H52F6N3 in a non-equilibrium geometry.

## Properties
spin multiplicity = 1
F_max = 0.057 hartree/bohr
E = -2852.154814 a.u.
total charge = +1

```
115
C54H52F6N3 | the Open Molecules 2025 dataset | ωB97M-V/def2-TZVPD
C 3.17 -0.32 -2.68
C 2.22 -1.44 -2.27
C 2.95 -2.74 -1.99
C 1.10 -1.60 -3.30
C 1.32 -2.37 -4.44
C 0.42 -2.34 -5.50
C -0.72 -1.54 -5.43
C -0.98 -0.77 -4.30
C -2.25 0.09 -4.31
C -3.52 -0.76 -4.23
C -2.29 1.04 -5.51
C -0.09 -0.84 -3.21
N -0.34 -0.03 -2.05
N -0.57 1.30 -2.23
N -0.75 1.80 -0.98
C -0.98 3.22 -0.79
C -2.19 3.66 -0.21
C -3.36 2.69 -0.05
C -4.01 2.39 -1.39
C -4.39 3.15 0.99
C -2.32 5.01 0.11
C -1.32 5.92 -0.23
C -0.17 5.48 -0.88
C 0.02 4.12 -1.15
C 1.33 3.68 -1.82
C 2.54 4.02 -0.95
C 1.44 4.24 -3.23
C -0.63 0.81 -0.03
C -0.78 1.10 1.38
C -0.18 2.24 1.96
C -0.42 2.56 3.28
C 0.32 3.71 3.90
F -0.52 4.56 4.57
F 1.26 3.28 4.80
F 0.99 4.46 2.97
C -1.29 1.80 4.07
C -1.86 0.66 3.50
C -2.84 -0.14 4.31
F -3.07 -1.38 3.77
F -2.40 -0.34 5.60
F -4.06 0.49 4.41
C -1.57 0.27 2.21
C -0.35 -0.38 -0.68
C -0.02 -1.61 -0.09
H 2.63 0.62 -2.83
H 3.93 -0.16 -1.90
H 3.68 -0.58 -3.62
H 1.75 -1.16 -1.33
H 2.25 -3.51 -1.65
H 3.48 -3.12 -2.87
H 3.69 -2.60 -1.19
H 2.22 -2.98 -4.50
H 0.62 -2.93 -6.40
H -1.41 -1.50 -6.27
H -2.21 0.72 -3.42
H -3.47 -1.42 -3.35
H -4.40 -0.12 -4.13
H -3.63 -1.38 -5.13
H -1.40 1.67 -5.52
H -2.33 0.48 -6.46
H -3.17 1.69 -5.45
H -2.93 1.76 0.34
H -3.27 2.07 -2.13
H -4.75 1.58 -1.29
H -4.52 3.28 -1.78
H -3.90 3.38 1.94
H -4.93 4.04 0.63
H -5.12 2.35 1.16
H -3.21 5.36 0.63
H -1.45 6.98 -0.01
H 0.61 6.19 -1.17
H 1.27 2.59 -1.91
H 2.41 3.65 0.07
H 3.44 3.55 -1.37
H 2.70 5.11 -0.91
H 0.59 3.92 -3.84
H 1.46 5.34 -3.22
H 2.36 3.88 -3.71
H 0.47 2.87 1.36
H -1.50 2.07 5.09
H -2.00 -0.64 1.79
H -0.29 -1.70 0.95
H 0.12 -2.46 -0.74
C 1.44 -3.35 2.28
C 2.06 -4.30 1.37
C 1.27 -5.31 0.79
C 1.85 -6.27 -0.05
C 3.22 -6.24 -0.30
C 4.02 -5.26 0.29
C 3.45 -4.29 1.12
C 1.97 -2.04 2.62
C 1.30 -1.58 3.81
C 1.58 -0.34 4.35
C 2.53 0.46 3.71
C 3.21 0.01 2.57
C 2.94 -1.25 2.02
C 0.40 -2.63 4.26
C 0.50 -3.73 3.32
C -0.13 -4.94 3.63
C -0.90 -5.03 4.80
C -1.01 -3.94 5.68
C -0.35 -2.74 5.41
H 0.20 -5.32 0.98
H 1.21 -7.03 -0.50
H 3.67 -6.99 -0.95
H 5.09 -5.23 0.10
H 4.09 -3.56 1.62
H 1.05 -0.01 5.24
H 2.76 1.45 4.12
H 3.95 0.66 2.09
H 3.46 -1.60 1.13
H -0.02 -5.80 2.98
H -1.41 -5.96 5.04
H -1.61 -4.03 6.59
H -0.42 -1.88 6.09
```